20
Properties=species:S:1:pos:R:3:lowdin_charge:R:1 method="wB97M-V/def2-TZVPD" gap_ha=0.3089
C -0.37 1.33 -2.79 -0.111
C 0.15 -0.15 -2.73 -0.235
C 0.73 -0.33 -1.33 -0.242
C -0.23 -0.02 -0.18 -0.141
C 0.16 -0.13 1.14 -0.170
N -0.54 -0.23 2.34 -0.090
C 0.07 -0.68 3.59 -0.107
H -1.36 1.30 -2.89 0.013
H -0.31 1.96 -1.92 0.061
H 0.04 1.97 -3.63 0.095
H 0.85 -0.36 -3.52 0.095
H -0.60 -0.82 -3.03 0.078
H 1.38 0.55 -1.35 0.103
H 1.29 -1.20 -1.08 0.095
H -1.14 0.67 -0.33 0.116
H 1.28 -0.20 1.13 0.126
H -1.48 -0.23 2.21 0.075
H -0.63 -0.46 4.43 0.084
H 0.96 0.00 3.64 0.088
H 0.40 -1.71 3.72 0.067

---

27
Properties=species:S:1:pos:R:3:lowdin_charge:R:1 method="wB97M-V/def2-TZVPD" gap_ha=0.2906
C -3.61 1.88 -1.10 0.103
C -2.99 0.97 -0.31 -0.055
C -1.53 0.84 -0.25 -0.360
C 2.92 -1.25 -0.26 -0.587
C -1.65 -1.19 1.33 -0.096
C -0.90 -0.44 0.31 -0.453
C 0.52 -0.21 0.72 -0.677
N 2.93 -2.02 -1.29 0.138
N 3.10 -1.80 1.04 0.137
O 2.92 0.12 -0.20 -0.191
O -0.78 1.66 -0.72 0.030
O 1.77 2.21 -0.12 -0.309
O 1.38 0.48 -2.04 -0.139
S 0.82 0.73 2.19 0.762
S 1.46 0.85 -0.46 0.816
H -4.68 1.94 -1.27 0.076
H -3.02 2.35 -1.77 0.030
H -3.51 0.64 0.55 0.091
H -1.83 -0.55 2.25 0.105
H -0.95 -1.97 1.59 0.078
H -2.51 -1.68 0.76 0.113
H -0.84 -1.04 -0.65 0.174
H 1.85 1.22 -2.47 0.112
H 3.13 -1.66 -2.25 0.065
H 3.10 -2.75 0.91 0.053
H 2.35 -1.42 1.64 0.059
H 0.56 2.09 1.88 -0.075

---

8
Properties=species:S:1:pos:R:3:lowdin_charge:R:1 method="wB97M-V/def2-TZVPD" gap_ha="0.2926 / 0.2888"
C -0.48 -1.39 0.00 0.031
C 0.28 1.18 0.00 -1.393
F -0.88 1.59 -0.36 -0.122
I 0.79 1.93 1.86 0.773
I 1.91 1.18 -1.42 0.682
H -1.14 -1.40 0.91 0.022
H -0.95 -1.15 -0.98 0.006
H 0.47 -1.94 -0.01 0.000